{
  "formula": "C2H3N3OS2",
  "method": "ωB97M-V/def2-TZVPD",
  "max_force_ev_per_a": 8.3,
  "total_charge": 0,
  "multiplicity": 1,
  "e_homo_ev": -7.8,
  "symbols": ["C", "C", "H", "H", "H", "N", "N", "N", "O", "S", "S"],
  "xyz": [[1.055, -0.054, -0.209], [-1.022, -0.345, -0.780], [2.700, -0.431, 0.844], [-1.206, 0.853, 2.528], [0.669, -0.820, -1.972], [0.439, 0.505, 0.786], [-0.878, 0.292, 0.493], [0.263, -0.292, -1.157], [2.368, -0.117, -0.379], [-2.061, 0.897, 1.509], [-2.326, -0.488, -1.662]],
  "nbo_charge": [0.600, 0.142, 0.518, 0.127, 0.436, -0.366, -0.381, -0.557, -0.632, 0.260, -0.147]
}